No. 1
Density functional theory data (ωB97M-V with the def2-TZVPD basis set) for C36H34B2ClF4N7O6P2Se2Ti as an isolated structure at a distorted geometry.

Its net charge is 0. For the orbital gap (spin up / spin down), the calculation gives 7.287 / 5.457 eV. Its expectation value of S² is 2.010. As for the energy above the lowest of the compared OMol25 structures with the same formula, charge and spin: 0.3 kcal/mol. The calculation puts the total energy at -257739.4250 eV. Its spin multiplicity is 3. For the LUMO energy (spin up / spin down), the calculation gives -0.025 / -0.093 hartree. Its maximum force is 1.35 eV/Å.

Positions of all 95 atoms, in Å:
Ti -1.6808 0.1372 1.3377
C -1.8691 2.4781 -2.3691
C -1.8928 1.4474 -1.2980
N -1.2778 1.5509 -0.1792
O -0.5174 2.6487 0.0746
B -0.2885 2.7694 1.5439
F -1.5131 2.3244 2.1459
F 0.0744 4.0367 1.8451
O 0.7619 1.8368 2.0787
N 0.3250 0.5701 1.9342
C 1.0591 -0.4066 2.3201
C 2.3653 -0.2553 3.0173
C 0.5137 -1.7384 1.9554
N -0.6164 -1.6949 1.3505
O -1.1209 -2.8448 0.8676
B -2.6023 -2.7076 0.6060
F -3.0931 -1.9673 1.7151
F -3.1274 -3.9480 0.4676
O -2.9187 -1.9159 -0.6115
N -2.4150 -0.6686 -0.5062
C -2.6097 0.1524 -1.4699
C -3.4778 -0.1178 -2.6458
C 1.2577 -3.0058 2.1895
H -1.2655 3.3255 -2.0595
H -2.8870 2.8149 -2.5755
H -1.4699 2.0472 -3.2884
H 2.6444 0.7931 3.0626
H 3.1438 -0.8201 2.5016
H 2.2868 -0.6466 4.0338
H -3.6015 -1.1885 -2.7770
H -3.0525 0.3072 -3.5499
H -4.4607 0.3270 -2.4650
H 1.9221 -2.9197 3.0463
H 1.8565 -3.2558 1.3093
H 0.5493 -3.8171 2.3435
Se 1.0121 -0.6454 -8.2830
P 2.0015 0.2647 -6.6843
C 3.7259 -0.2880 -6.5653
C 4.7774 0.5169 -6.9941
C 6.0659 0.0042 -7.0496
C 6.3136 -1.3057 -6.6605
C 5.2657 -2.1136 -6.2358
C 3.9744 -1.6106 -6.2061
C 2.1013 2.0771 -6.7511
C 2.3759 2.8224 -5.6067
C 2.5041 4.2000 -5.6883
C 2.3576 4.8386 -6.9127
C 2.0771 4.0991 -8.0530
C 1.9460 2.7197 -7.9742
C 1.2905 -0.0616 -5.0567
C 1.7698 -0.1345 -3.7493
N 0.6801 -0.2552 -2.9557
N -0.3926 -0.2507 -3.7007
N -0.0497 -0.1151 -4.9710
P 3.1797 -0.0529 -2.6903
Se 2.0661 0.1236 -0.8099
C 4.1581 -1.5552 -2.7214
C 3.4927 -2.7516 -2.9884
C 4.1888 -3.9470 -2.9434
C 5.5414 -3.9507 -2.6228
C 6.1972 -2.7620 -2.3377
C 5.5068 -1.5595 -2.3810
C 4.2192 1.3780 -2.9872
C 3.8783 2.6012 -2.4092
C 4.6148 3.7325 -2.7197
C 5.6845 3.6458 -3.6003
C 6.0240 2.4283 -4.1730
C 5.2937 1.2901 -3.8708
H 4.5900 1.5402 -7.2941
H 6.8778 0.6296 -7.3987
H 7.3201 -1.7024 -6.7013
H 5.4506 -3.1403 -5.9439
H 3.1484 -2.2547 -5.9300
H 2.4824 2.3315 -4.6447
H 2.7105 4.7741 -4.7938
H 2.4529 5.9150 -6.9757
H 1.9513 4.5965 -9.0057
H 1.7075 2.1318 -8.8520
H 2.4368 -2.7424 -3.2342
H 3.6765 -4.8753 -3.1576
H 6.0840 -4.8865 -2.5907
H 7.2482 -2.7681 -2.0811
H 6.0199 -0.6339 -2.1551
H 3.0403 2.6652 -1.7259
H 4.3525 4.6810 -2.2705
H 6.2572 4.5322 -3.8404
H 6.8544 2.3609 -4.8629
H 5.5576 0.3440 -4.3256
Cl -6.1242 0.8354 3.4046
C -4.5336 0.3643 4.0130
C -3.4505 0.3756 2.9699
O -3.6499 0.7064 1.7713
O -2.2874 0.0188 3.3346
H -4.5906 -0.6418 4.4221
H -4.2436 1.0467 4.8093

=====

No. 2
Density functional theory data (ωB97M-V with the def2-TZVPD basis set) for a 3-piece molecular cluster, C36H34B3NO11S overall at a distorted geometry.

Its net charge is 0. For the orbital gap, the calculation gives 8.500 eV. The calculation puts the total energy at -74767.1533 eV. For the LUMO energy, the calculation gives -0.045 hartree. Its maximum force is 6.21 eV/Å.

Positions of all 86 atoms, in Å:
C -2.2964 4.2428 3.5445
B -1.3273 4.1917 2.2492
O -1.9495 4.1083 0.9203
B -1.6752 5.4368 0.3658
C -2.9413 6.2763 -0.2560
C -4.1742 6.3808 0.7610
C -5.0287 5.0359 0.9155
C -5.4004 4.3155 -0.4670
S -5.8439 2.5094 -0.1999
O -5.4911 1.6743 -1.4142
O -7.3169 2.3555 0.0874
O -5.0229 1.8467 1.0929
O -0.3377 5.9530 0.4303
B 0.5625 5.0738 1.1277
N 2.0298 4.9338 0.8154
C 2.4341 3.4931 0.7627
C 2.3926 5.6778 -0.3929
C 2.9725 5.0236 -1.7404
O 2.2944 6.9361 -0.4030
O 0.1070 4.2649 2.2566
H -3.1908 4.9086 3.2507
H -2.6354 3.2164 3.9050
H -1.7451 4.8311 4.3599
H -3.2189 5.9300 -1.3056
H -2.5374 7.3510 -0.3827
H -4.8843 7.2117 0.4112
H -3.8470 6.6863 1.8238
H -6.0337 5.3387 1.3943
H -4.5685 4.2934 1.6651
H -6.3219 4.8297 -0.8999
H -4.5590 4.2967 -1.2344
H -4.0658 1.7045 0.8787
H 3.5454 3.4603 0.4662
H 2.3837 3.0233 1.8041
H 1.8338 2.8766 -0.0046
H 3.6463 5.8314 -2.2076
H 2.1686 4.7952 -2.5099
H 3.6390 4.1207 -1.5660
O -1.5467 -3.9652 0.8851
C -1.6275 -3.2787 -0.1195
C -1.5398 -1.8023 -0.0315
C -1.3434 -1.1956 1.2098
C -1.2202 0.1862 1.2960
C -1.2913 0.9672 0.1441
C -1.5047 0.3671 -1.0920
C -1.6356 -1.0184 -1.1815
C -1.8804 -1.6462 -2.5004
O -2.0178 -0.9577 -3.4956
C -1.9481 -3.1219 -2.5905
C -2.1423 -3.7274 -3.8323
C -2.1738 -5.1135 -3.9322
C -2.0110 -5.8994 -2.7937
C -1.8315 -5.2991 -1.5525
C -1.8050 -3.9080 -1.4470
H -1.2820 -1.7987 2.1092
H -1.0628 0.6559 2.2621
H -1.1825 2.0444 0.2107
H -1.5647 0.9805 -1.9851
H -2.2648 -3.1205 -4.7233
H -2.3209 -5.5825 -4.8995
H -2.0261 -6.9813 -2.8741
H -1.7085 -5.9174 -0.6693
O 4.9685 -2.2205 0.9241
C 4.7393 -3.3987 0.7099
C 5.7777 -4.2702 0.1127
C 7.0334 -3.7407 -0.1865
C 8.0261 -4.5607 -0.7103
C 7.7697 -5.9112 -0.9359
C 6.5143 -6.4380 -0.6553
C 5.5134 -5.6172 -0.1360
C 4.1739 -6.1837 0.1429
O 3.9269 -7.3470 -0.1252
C 3.1428 -5.3179 0.7581
C 1.8875 -5.8491 1.0593
C 0.9234 -5.0534 1.6674
C 1.2096 -3.7258 1.9774
C 2.4538 -3.1894 1.6662
C 3.4226 -3.9831 1.0504
H 7.2406 -2.6908 -0.0077
H 9.0035 -4.1482 -0.9382
H 8.5491 -6.5532 -1.3330
H 6.3188 -7.4896 -0.8379
H 1.6612 -6.8840 0.8245
H -0.0493 -5.4684 1.9039
H 0.4607 -3.1088 2.4602
H 2.6683 -2.1534 1.9079

=====

No. 3
Density functional theory data (ωB97M-V with the def2-TZVPD basis set) for C36H34BrN5O4V as an isolated structure at a distorted geometry.

Its net charge is 0. For the orbital gap (spin up / spin down), the calculation gives 6.063 / 7.875 eV. Its expectation value of S² is 3.772. As for the energy above the lowest of the compared OMol25 structures with the same formula, charge and spin: 28.9 kcal/mol. The calculation puts the total energy at -149256.3947 eV. Its spin multiplicity is 4. For the LUMO energy (spin up / spin down), the calculation gives 0.000 / -0.002 hartree. Its maximum force is 2.45 eV/Å.

Positions of all 81 atoms, in Å:
V 0.2769 -0.1718 0.1198
C -4.8842 -4.1586 -1.4949
C -5.5637 -2.8278 -1.2839
C -6.9441 -2.6935 -1.3739
C -7.5736 -1.4650 -1.2028
C -6.7996 -0.3376 -0.9726
C -5.4172 -0.4443 -0.8839
C -4.8022 -1.6884 -1.0029
N -3.4046 -1.8662 -0.9015
C -2.4679 -0.9927 -0.4044
N -2.8252 -0.4036 0.7368
C -2.2082 0.6465 1.5133
C -0.8765 0.9875 1.2987
C -0.3687 1.9857 2.1482
C -1.1328 2.5802 3.1411
C -2.4533 2.1811 3.3184
C -3.0172 1.2062 2.5064
C -4.4381 0.7359 2.7370
N -1.2863 -0.8644 -0.9706
C -1.1046 -1.3345 -2.3244
C -2.0899 -1.1423 -3.3021
C -1.9534 -1.6400 -4.5873
C -0.7970 -2.3249 -4.9378
C 0.2224 -2.4274 -4.0036
C 0.1118 -1.9156 -2.7081
C 1.3320 -1.9920 -1.8032
H -5.6204 -4.9438 -1.6661
H -4.2747 -4.4400 -0.6290
H -4.2196 -4.1390 -2.3681
H -7.5387 -3.5796 -1.5812
H -8.6551 -1.3914 -1.2589
H -7.2656 0.6372 -0.8723
H -4.8182 0.4464 -0.7394
H -3.0180 -2.5864 -1.4802
H -3.7060 -0.7308 1.0843
H 0.6714 2.2903 2.0516
H -0.7031 3.3352 3.7940
H -3.0549 2.6205 4.1080
H -4.8850 1.2698 3.5768
H -4.4771 -0.3354 2.9840
H -5.0813 0.8994 1.8632
H -2.9826 -0.5789 -3.0521
H -2.7487 -1.4848 -5.3099
H -0.6754 -2.7415 -5.9321
H 1.1567 -2.9039 -4.2851
H 2.2002 -2.3062 -2.3764
H 1.2177 -2.6910 -0.9772
H 1.6116 -1.0079 -1.4028
O 6.7196 1.8310 -0.5325
C 5.9904 3.0390 -0.3471
N 4.6090 2.7167 -0.5836
C 3.8739 3.2994 -1.5700
O 4.2752 4.2187 -2.2558
C 2.4802 2.7508 -1.7787
C 1.7332 3.2482 -2.8308
C 0.4451 2.7791 -3.0121
C -0.0552 1.8184 -2.1581
N 0.6683 1.2955 -1.1481
C 1.9125 1.7985 -0.9669
H 7.6545 2.0405 -0.6107
H 6.2684 3.8070 -1.0514
H 6.1167 3.4089 0.6642
H 4.2658 1.8930 -0.1218
H 2.1773 3.9982 -3.4734
H -0.1781 3.1532 -3.8158
H -1.0626 1.4405 -2.2586
H 2.4448 1.3849 -0.1186
Br -0.9136 -1.6232 3.9279
C -1.0299 -2.9544 2.5930
C -2.1935 -3.7125 2.5556
C -2.3101 -4.7560 1.6493
C -1.2491 -5.0587 0.8043
C -0.0861 -4.2968 0.8612
C 0.0328 -3.2107 1.7276
C 1.3139 -2.3842 1.6841
O 2.3739 -2.9610 1.7414
O 1.1482 -1.0795 1.5310
H -2.9951 -3.4963 3.2543
H -3.2203 -5.3496 1.6293
H -1.3159 -5.8973 0.1173
H 0.7660 -4.5588 0.2454